Entry 1:
53
Properties=species:S:1:pos:R:3:forces:R:3:lowdin_charge:R:1 method="wB97M-V/def2-TZVPD" energy_ev=-45594.9394 spin_multiplicity=1 charge=+2 e_above_lowest_kj_mol=164.7 molar_mass_g_mol=462.625 homo_ev=-14.172
H -2.3986 3.7856 -1.8057 0.4 0.0 0.0 0.1291
H -0.6242 -2.3091 -1.5175 0.3 -0.1 0.1 0.1031
C -0.2812 4.1835 -2.0024 0.0 0.1 -0.1 -0.0245
H -2.2734 -3.8421 1.8443 0.0 -0.1 -0.3 0.0677
C 0.8579 0.0420 3.0789 0.0 -0.2 -0.3 -0.2983
C 2.6960 -2.5077 -1.3476 0.0 -0.1 0.0 -0.0218
C 3.8458 -0.3838 -1.5273 -0.3 0.1 -0.3 0.0191
H -0.4298 5.2149 -2.3183 0.0 -0.3 0.1 0.1260
C 0.8097 -3.7552 1.6857 0.2 0.2 0.6 -0.2165
H 1.8312 -3.4621 1.4136 -0.2 0.0 0.1 0.0603
C 2.6347 0.2760 -1.3302 0.5 -0.1 0.2 -0.0999
H 0.6944 -3.6559 2.7732 0.1 -0.2 -0.2 0.0622
Zr -0.2346 -0.1856 1.1832 1.1 1.1 2.6 1.3847
C 0.2011 -2.6710 -0.8808 -0.2 0.0 0.1 -0.2697
H 4.8076 -2.3012 -1.7109 -0.2 0.1 0.1 0.1270
H -4.0742 -1.0918 0.5155 -0.1 0.3 0.1 0.0429
N 0.3494 0.2899 -0.5876 0.2 -0.3 -2.4 -0.1884
C 1.1844 2.3427 -1.5111 0.1 0.3 0.0 -0.1022
H 3.2752 2.2250 -1.9007 0.1 0.1 0.6 0.1676
H -2.2048 3.1362 1.3164 -0.1 -0.2 0.1 0.0608
H -2.6719 -3.2479 0.2079 0.2 -0.2 0.1 0.0467
H 3.6984 2.6075 -0.1329 1.9 1.5 3.5 0.1501
H 2.7148 -3.6002 -1.3872 0.1 0.4 0.0 0.1301
C 2.5679 1.7903 -1.1836 -3.4 -2.3 -3.9 -0.1858
C -1.2319 2.0637 -1.2855 0.5 -0.3 0.3 -0.2125
C 1.0097 3.6710 -1.8930 -0.1 -0.3 -0.2 0.0162
C -1.8931 -3.7210 0.8207 -0.5 0.2 0.2 -0.2336
H 1.8867 -0.3375 3.0166 0.0 0.2 0.1 0.0153
H 0.3679 -3.7327 -1.1122 0.0 0.3 -0.1 0.1061
H -4.4042 -0.2489 2.0540 -0.1 0.0 -0.3 0.0680
O 2.1893 1.8207 1.1866 0.2 0.1 -0.1 0.0871
C -2.9388 2.3869 1.6382 0.2 0.1 0.5 -0.2242
H -2.4573 0.2701 -1.4863 0.0 0.3 0.1 0.1026
C 1.4793 -1.8687 -1.1050 -0.2 0.6 0.4 -0.2148
H -1.6385 -4.7069 0.4058 0.0 0.3 0.1 0.0761
H 0.8968 1.1036 3.3664 0.1 -0.1 0.0 0.0136
C -2.4411 1.2139 -0.9149 0.1 -0.2 0.0 -0.2667
C 0.0911 1.5602 -1.1819 -0.8 0.3 0.4 -0.1765
C 1.4883 -0.4480 -1.0503 -0.2 -0.5 0.4 -0.1825
C -4.1548 -0.1065 0.9940 0.0 -0.5 0.3 -0.2320
H -4.9447 0.4818 0.5053 0.3 -0.1 0.1 0.0771
C 2.8127 2.0880 0.1920 1.2 0.9 0.1 -0.1908
H 0.6321 -4.7986 1.3906 0.0 0.3 0.0 0.0744
H 1.8947 4.2771 -2.0967 -0.4 0.0 0.0 0.1367
H -3.9494 2.7110 1.3543 0.3 -0.1 0.0 0.0760
C 3.8688 -1.7766 -1.5393 0.1 -0.1 0.0 -0.0220
P -0.4157 -2.6783 0.8842 0.6 -2.6 -1.4 0.7723
H -2.8781 2.2812 2.7299 -0.1 0.2 -0.2 0.0616
P -2.5741 0.7712 0.8953 -2.0 1.6 -1.1 0.7712
C -1.3866 3.3841 -1.7103 -0.1 -0.1 0.1 -0.0205
H 0.3368 -0.5129 3.8755 0.0 0.0 -0.1 0.0081
H -3.3703 1.7596 -1.1341 0.2 -0.1 0.0 0.1056
H 4.7490 0.2122 -1.6751 -0.2 -0.3 0.0 0.1379

***

Entry 2:
62
Properties=species:S:1:pos:R:3:forces:R:3:lowdin_charge:R:1 method="wB97M-V/def2-TZVPD" energy_ev=-130381.7222 spin_multiplicity=1 charge=+1 molar_mass_g_mol=781.162 homo_ev=-11.068
H 5.3662 3.0063 -0.2705 -0.2 0.0 -0.2 0.0875
H 0.5824 -1.7356 4.2024 -2.1 0.9 -1.4 0.0782
H 6.3192 1.2551 -2.7144 -0.4 0.5 0.1 0.1474
H -2.4848 -0.9988 -0.4376 -0.8 1.4 2.0 0.1164
C -4.7686 -1.5307 1.9466 -1.1 1.0 0.5 -0.2224
H 0.3899 1.3135 -1.5781 0.3 -0.1 0.0 0.0986
H 2.7564 1.2283 -4.5231 0.0 0.1 0.1 0.0672
H 4.6031 4.2937 -1.2292 0.0 -0.2 -0.1 0.1047
C 2.3998 0.8274 -2.3616 -3.9 -0.2 -1.9 -0.4347
H -5.4246 -1.3467 4.1183 0.5 -2.2 -1.7 0.1579
C -3.2477 0.0640 2.9711 -0.2 1.3 2.0 -0.0259
C -5.3246 -2.2301 3.3209 -0.3 -0.2 1.3 -0.0522
O 3.0878 1.8336 -0.3569 -1.0 2.2 -7.4 0.1672
C 4.7048 -0.1468 -2.9407 -0.2 0.4 -0.2 -0.1596
C 4.4545 2.9767 -3.5962 -0.3 -0.1 -0.5 -0.0194
H 6.1747 3.6267 -1.6929 -0.4 -0.3 -0.2 0.1035
C -1.8107 0.9537 0.5138 -2.0 7.2 -0.7 -0.2516
C 4.4737 2.3087 -2.1924 1.5 3.5 -1.3 -0.4381
C 1.0644 0.4496 -1.6373 0.6 0.2 0.6 -0.0274
H 4.6509 0.0391 -4.0185 0.0 0.0 0.1 0.1150
H 0.5337 -0.3427 -2.1793 0.4 0.2 -0.2 0.1078
I 0.5172 -4.1922 2.2962 -1.0 1.9 0.4 0.7045
C -3.1825 -1.0869 1.8181 0.5 0.4 -0.6 -0.2771
H 2.8486 -1.2263 -2.9660 -0.3 0.6 0.1 0.1479
H -3.5294 -0.2673 4.0844 0.6 -0.1 -2.5 0.1458
H 3.5640 3.6026 -3.7287 0.2 -0.1 0.0 0.1027
H 5.3182 3.6354 -3.7462 -0.2 -0.2 0.4 0.1012
H -6.4354 -2.6514 3.2100 2.6 0.8 -0.2 0.1672
H 1.2830 0.3687 -4.2000 0.2 0.1 0.4 0.1064
H 0.0531 -0.3195 3.0807 -1.0 -1.9 0.7 0.0690
C -2.8843 -0.2582 0.4099 -0.1 -0.4 -1.7 -0.0431
H -3.8890 0.1902 -0.0553 2.4 -0.6 1.3 0.1654
C 3.3148 -0.4228 -2.3792 1.5 -0.3 0.5 -0.1013
C -0.8216 -2.4230 2.5233 -3.7 1.9 -1.2 -0.6719
H -1.1471 -1.0323 4.4319 1.5 -0.7 -2.2 0.0980
C 1.9391 1.1555 -3.8076 0.3 0.3 -0.4 -0.0191
O -5.4477 -0.1905 2.0003 1.3 1.9 0.6 -0.0531
C -5.5868 -2.2930 0.7885 -3.1 -1.4 -2.6 -0.1854
H 1.3718 2.0933 -3.8380 0.1 -0.2 0.0 0.1061
C 5.3608 1.0336 -2.2278 -0.4 -1.5 0.3 -0.1018
C 5.1877 3.3681 -1.2893 -0.4 -0.4 0.7 -0.0207
C -4.3518 -3.3517 3.9992 4.5 3.2 5.5 -0.5903
C -0.3431 -1.2957 3.5892 1.0 -0.6 1.2 -0.1671
N 3.0663 2.0251 -1.7510 3.4 -5.7 8.7 0.1776
O -4.9435 2.1930 2.7705 1.6 -9.4 -1.5 0.0436
H 4.4975 2.2558 -4.4148 -0.1 0.1 0.1 0.0762
O -0.3694 0.8715 0.8047 -3.5 0.8 1.1 -0.0513
H 5.3313 -1.0377 -2.8180 -0.1 0.1 0.0 0.1383
H 5.6057 0.7219 -1.2033 -0.2 0.3 0.0 0.1380
H 3.4265 -0.8208 -1.3606 -0.2 0.3 0.0 0.1399
I -2.3811 -3.9673 0.3238 -0.3 1.8 0.8 0.7928
F -7.0028 -1.7619 0.8300 4.6 -1.9 -0.3 0.0213
C -2.0807 -2.2656 1.7513 3.6 -1.4 2.8 -0.5564
Br -4.1910 -5.2817 3.5087 -0.5 2.1 0.4 0.6683
C -4.6298 0.9118 2.5797 0.3 3.4 0.5 -0.1856
O -3.5447 -2.9214 5.0088 -5.3 -2.8 -6.7 -0.1178
H 1.2254 0.0694 -0.6232 0.1 0.2 -0.3 0.0725
F -5.7587 -3.7779 1.0123 0.9 5.0 -0.7 -0.0477
H -2.2729 0.7067 3.2240 -2.3 -1.2 -1.4 0.1465
O -2.2849 2.2120 0.2897 3.1 -8.0 1.5 -0.0230
H -0.1853 1.7262 1.3347 -0.6 -1.6 -1.5 0.1550
F -5.1484 -2.1406 -0.6053 -1.2 -0.3 4.6 0.0084

***

The lowest charge belongs to which entry? C21H28BrF3I2NO6